Record 1
{
  "formula": "C4H5AuO2",
  "method": "the ωB97M-V functional and the def2-TZVPD basis",
  "species": ["O", "C", "H", "H", "H", "C", "C", "C", "O", "Au", "H", "H"],
  "xyz": [[-2.834, 0.116, -0.171], [-2.474, 1.422, -0.454], [-1.729, 0.589, 1.133], [-3.223, 2.216, -0.691], [-1.678, 1.393, -1.237], [-1.884, 1.863, 0.902], [-1.140, 3.142, 0.865], [0.076, 3.277, 1.342], [1.245, 3.443, 1.394], [2.563, 3.656, -0.234], [-2.658, 1.908, 1.682], [-1.501, 4.006, 0.297]],
  "forces_ev_per_a": [[-0.7075, 0.6314, -1.2570], [-0.2080, 1.2195, 0.8519], [1.8239, 3.3878, 0.3991], [-0.2643, -1.2909, -0.7025], [-0.4172, -0.0946, 0.3171], [-0.5556, -3.5178, 0.5990], [-0.3968, -1.1324, -0.3128], [3.1470, 0.6473, -0.4807], [-2.8891, -0.4555, 2.1463], [1.0504, 0.1230, -1.4267], [-0.3933, 0.6105, -0.4012], [-0.1895, -0.1283, 0.2676]],
  "e_above_lowest_ev": 1.866,
  "gap_ev": [7.29, 5.54],
  "charge": 1,
  "multiplicity": 4
}

***

Record 2
{
  "formula": "C5H15NO",
  "method": "the ωB97M-V functional and the def2-TZVPD basis",
  "species": ["C", "C", "C", "N", "C", "C", "H", "H", "H", "H", "H", "H", "H", "H", "H", "H", "H", "H", "H", "O", "H", "H"],
  "xyz": [[0.928, -1.036, 2.115], [-0.422, -0.408, 1.864], [-0.373, 0.740, 0.860], [-0.447, 0.372, -0.563], [0.360, -0.681, -1.214], [-0.110, -2.155, -0.961], [0.913, -2.070, 2.553], [1.512, -1.298, 1.247], [1.520, -0.382, 2.742], [-0.886, -0.135, 2.834], [-1.143, -1.183, 1.563], [-1.165, 1.466, 1.093], [0.511, 1.406, 0.965], [-1.358, 0.326, -1.005], [1.382, -0.513, -0.857], [0.419, -0.511, -2.304], [0.073, -2.765, -1.846], [-1.198, -2.212, -0.858], [0.654, -2.549, -0.294], [-0.016, 2.862, -1.935], [-0.237, 3.638, -1.399], [-0.003, 2.142, -1.263]],
  "forces_ev_per_a": [[0.4600, -1.5533, 0.6161], [-0.6830, -0.7551, 0.5253], [-0.1399, 0.4062, -0.3996], [-0.1134, -0.0835, -1.1089], [0.0226, 0.1406, 0.4075], [1.2273, 0.8575, -1.3956], [-0.4951, 1.0453, 0.3530], [0.0794, 0.6733, -0.7374], [0.3262, -0.0099, 0.1729], [0.5605, 0.4679, -0.3593], [0.2357, 0.2564, -0.5703], [-0.2325, -0.4221, -0.4324], [0.0665, -0.8179, 0.2908], [-0.2186, 0.3003, 0.7707], [-0.0014, -0.3703, -0.0554], [-0.3755, 0.3407, 0.4823], [0.0802, 0.2070, -0.4131], [0.4182, -0.1637, 1.0449], [-1.1671, -0.5192, 1.0189], [-0.0288, 0.1811, 0.8243], [0.0904, -0.0444, -0.3650], [-0.1117, -0.1367, -0.6700]],
  "e_above_lowest_ev": 1.416,
  "gap_ev": 9.80,
  "smiles": "CCCNCC.O"
}

***

Record 3
{
  "formula": "C3H8Cl2NO2P",
  "method": "the ωB97M-V functional and the def2-TZVPD basis",
  "species": ["C", "C", "C", "N", "O", "O", "P", "Cl", "Cl", "H", "H", "H", "H", "H", "H", "H", "H"],
  "xyz": [[1.137, 1.215, 2.214], [0.800, -1.533, -2.270], [-3.082, 0.638, -0.240], [1.397, 0.666, 0.914], [-0.756, -0.814, 0.296], [1.345, -0.733, -1.157], [0.742, -0.824, 0.384], [-3.008, 0.030, -1.810], [-3.685, -0.287, 0.944], [0.112, 1.117, 2.535], [1.822, 1.030, 3.067], [1.289, 2.266, 2.002], [0.794, -0.734, -2.991], [-0.285, -1.890, -2.053], [1.516, -2.425, -2.472], [-2.502, 1.528, 0.090], [2.363, 0.750, 0.547]],
  "forces_ev_per_a": [[0.7718, 1.5923, 0.4842], [-0.2757, -0.8985, 1.5319], [1.2002, 2.1572, -0.5125], [0.8131, -2.0553, -0.9731], [0.9186, -0.3842, 0.8711], [0.0370, -0.9755, 1.0909], [-1.0316, 1.1889, -2.0611], [0.1186, 0.1126, -0.3671], [-1.0359, -1.3368, 1.6620], [-0.2815, -0.4061, -0.1368], [-0.2321, -0.6849, -0.6231], [-0.2400, 0.6351, 0.4994], [-0.0940, -0.5026, -1.0522], [1.9585, 0.6051, -0.2731], [-1.3318, 1.6796, 0.1269], [-0.4522, -0.9086, -0.8266], [-0.8431, 0.1816, 0.5589]],
  "e_above_lowest_ev": 3.443,
  "gap_ev": [9.22, 5.87]
}

***

Record 4
{
  "formula": "C21H19BrLuN3O5S",
  "method": "the ωB97M-V functional and the def2-TZVPD basis",
  "species": ["Lu", "C", "C", "C", "C", "C", "C", "C", "S", "O", "O", "N", "C", "C", "O", "O", "H", "H", "H", "H", "H", "H", "H", "H", "H", "Br", "C", "C", "C", "C", "C", "C", "H", "H", "H", "H", "N", "C", "O", "C", "C", "C", "N", "C", "C", "H", "H", "H", "H", "H", "H"],
  "xyz": [[1.774, -16.494, -3.510], [4.146, -20.621, -9.399], [3.152, -20.070, -8.449], [2.421, -20.864, -7.552], [1.560, -20.266, -6.639], [1.337, -18.874, -6.632], [2.039, -18.063, -7.553], [2.956, -18.655, -8.435], [0.353, -18.296, -5.274], [0.561, -16.811, -5.351], [-1.030, -18.770, -5.358], [1.241, -18.661, -4.023], [0.725, -19.537, -2.968], [0.838, -18.707, -1.614], [0.450, -19.242, -0.585], [1.367, -17.501, -1.742], [3.755, -20.907, -10.359], [4.613, -21.523, -9.018], [4.886, -19.825, -9.565], [2.550, -21.926, -7.607], [1.024, -20.852, -5.842], [1.892, -16.962, -7.580], [3.520, -18.029, -9.156], [1.434, -20.378, -2.824], [-0.320, -19.841, -3.186], [7.812, -16.817, -6.914], [6.344, -16.796, -5.725], [5.866, -17.861, -4.955], [4.724, -17.662, -4.168], [4.027, -16.464, -4.151], [4.621, -15.389, -4.743], [5.768, -15.509, -5.553], [6.345, -18.858, -5.016], [4.278, -18.464, -3.552], [4.274, -14.340, -4.663], [6.121, -14.632, -6.122], [3.518, -10.060, -2.524], [3.564, -11.157, -1.727], [4.506, -11.340, -0.934], [2.539, -12.222, -1.851], [2.503, -13.331, -0.960], [1.779, -14.454, -1.280], [1.109, -14.579, -2.493], [0.999, -13.445, -3.247], [1.639, -12.279, -2.945], [4.079, -9.275, -2.190], [2.653, -9.809, -2.971], [3.105, -13.393, -0.023], [1.778, -15.324, -0.637], [0.404, -13.510, -4.127], [1.574, -11.504, -3.740]],
  "forces_ev_per_a": [[0.2689, -1.5212, -0.5625], [0.7546, 0.1843, 0.0824], [-0.9559, 1.4905, 0.4878], [0.0914, 1.0857, -0.3234], [-0.8233, 0.0810, 0.8402], [0.8206, -0.8370, -0.9973], [-0.1964, 0.2455, 0.1791], [-0.3174, -0.7417, 0.1479], [-0.1671, -0.4658, -0.3335], [-0.4020, 0.6892, -0.1408], [2.0151, 0.5750, 0.2816], [-1.1970, -0.1698, -0.3576], [0.7989, 1.0227, 0.5986], [-0.8233, -1.2792, 0.2233], [0.6244, 1.0096, -0.9488], [-0.2860, -0.6217, 0.5942], [-0.5224, 0.0710, -0.4961], [0.2934, 0.0091, 0.2163], [0.1065, -0.5475, -0.0908], [0.0093, -0.4400, 0.2618], [0.6542, 0.3785, -1.0715], [0.0713, -0.9758, 0.1654], [-0.4260, -0.4398, 0.6437], [-0.7681, 0.1174, -0.1565], [0.6861, -0.0766, 0.4706], [0.1496, -0.5878, -0.0295], [-0.8695, 1.7392, 0.8748], [0.3724, -0.6018, -0.3191], [-0.0743, -0.7964, -0.1999], [-1.1899, 0.0819, 1.5094], [1.5754, 1.6968, -1.6386], [-0.3136, -0.8239, -0.1257], [-0.2734, 0.7605, 0.0781], [0.6526, 0.0081, -0.6509], [-0.3060, -0.6566, 0.0416], [0.0402, -0.6472, 0.4457], [-0.2332, 0.4715, 0.2501], [2.4183, -0.1885, 2.1080], [-1.7262, 0.3614, -1.2934], [-1.4321, -1.4012, -0.6422], [0.8468, 0.9570, 0.4410], [-0.8246, -0.0408, -1.9306], [0.3167, 2.1417, 1.3614], [0.1439, -1.6400, 1.3772], [1.3018, 1.0745, -0.1658], [-0.1418, -0.5237, -0.3077], [-0.0283, 0.0277, -0.0301], [-0.4358, 0.4889, -1.0251], [-0.0465, -0.1483, -0.1401], [-0.3564, -0.2308, -0.6487], [0.1242, -0.3654, 0.9461]],
  "e_above_lowest_ev": 0.483,
  "gap_ev": 6.59
}

***

Record 5
{
  "formula": "C2H6N3S",
  "method": "the ωB97M-V functional and the def2-TZVPD basis",
  "species": ["C", "C", "N", "N", "N", "S", "H", "H", "H", "H", "H", "H"],
  "xyz": [[-0.270, -1.100, -1.270], [0.111, -0.361, 0.617], [-0.562, 1.160, -1.631], [-0.502, -0.060, -1.842], [-0.169, 0.957, 0.554], [-0.733, -2.700, -1.347], [-0.682, -1.040, 1.035], [1.241, -0.539, 0.676], [0.122, 1.790, -2.167], [-1.107, 1.361, 0.682], [-0.403, -3.002, -0.043], [0.496, 1.663, 0.342]],
  "forces_ev_per_a": [[-0.2565, 0.4760, 1.6707], [0.7809, 0.4440, -0.4701], [-0.5269, 1.4291, -1.6126], [1.4191, 1.2520, 0.0786], [-1.2961, -0.9214, 0.1722], [-0.2076, -1.4892, 0.2615], [1.2360, 0.9256, -0.1220], [-1.9944, -0.3171, 0.0756], [-0.7400, -1.5247, 0.5656], [0.5878, -0.7188, 0.0068], [0.0437, 0.2193, -0.8936], [0.9541, 0.2251, 0.2675]],
  "e_above_lowest_ev": 4.036,
  "gap_ev": 8.86,
  "charge": 1
}

***

Record 6
{
  "formula": "CH4BNO2S2",
  "method": "the ωB97M-V functional and the def2-TZVPD basis",
  "species": ["N", "C", "S", "S", "B", "O", "O", "H", "H", "H", "H"],
  "xyz": [[-2.438, -0.287, 0.102], [-1.101, -0.082, 0.057], [-0.532, 1.521, -0.037], [0.045, -1.415, -0.129], [1.518, -0.111, 0.032], [2.077, -0.108, 1.251], [2.067, 0.151, -1.134], [-2.755, -1.214, 0.468], [-3.083, 0.360, -0.226], [2.736, 0.649, 1.453], [1.467, 0.535, -1.838]],
  "forces_ev_per_a": [[1.7585, -3.7568, 1.4777], [-0.0110, 1.1523, -0.9129], [-0.0907, -0.9614, 0.1218], [-1.0520, 0.9412, 0.8777], [-1.5674, -1.3143, 0.7130], [1.7985, 2.0775, 1.1681], [0.6245, 1.9212, -2.8989], [0.1813, 1.3625, -0.9088], [-1.0316, 1.4535, -0.2449], [-1.5792, -1.9360, -0.7812], [0.9691, -0.9399, 1.3883]],
  "e_above_lowest_ev": 0.857,
  "gap_ev": 8.90,
  "smiles": "NC(=S)SB(O)O"
}